41
Properties=species:S:1:pos:R:3:forces:R:3:lowdin_charge:R:1 method="wB97M-V/def2-TZVPD" homo_ha=-0.3085 homo_lumo_gap_ha=0.3353 e_above_lowest_kcal_mol=75.4 e_tot_ha=-969.3068
N 0.44817 0.10299 -2.23222 -0.5 -0.6 -1.3 0.002
C -0.62931 0.30732 -3.28678 0.6 -1.0 0.9 -0.260
C -1.72822 1.22739 -2.73863 -0.4 0.7 1.0 -0.189
C -2.48512 0.49591 -1.54177 2.1 0.8 0.1 -0.207
C -2.87609 1.39100 -0.32511 -0.6 -1.2 0.6 -0.120
C -1.66695 2.01429 0.60409 -1.3 -0.1 -1.4 -0.200
N -0.59341 2.81083 -0.13950 -2.4 -2.5 -1.9 0.067
C -0.96975 0.88073 1.31356 2.7 -1.8 1.3 -0.437
O -1.31773 0.29682 2.34189 -0.9 0.9 -0.7 0.027
N 0.24414 0.51113 0.74218 -1.2 0.6 1.9 0.075
C 1.37409 -0.06162 1.42516 -0.6 -2.0 0.0 -0.207
C 2.00773 -1.15232 0.37263 1.9 0.4 3.6 -0.057
C 0.89628 -2.07970 0.15298 -0.1 -1.6 -2.6 -0.333
C -0.26950 -2.20253 0.81939 0.2 1.1 3.1 -0.101
N -1.09136 -2.98766 0.09800 -1.9 -0.4 0.4 0.055
C -0.44850 -3.34187 -1.00791 2.0 0.4 -2.8 -0.214
N 0.80547 -2.84424 -1.02434 -1.6 0.3 0.5 0.090
C 2.47051 0.94031 1.70123 1.1 -1.2 -0.2 -0.393
O 2.70908 1.90365 0.99569 -0.1 -1.3 1.9 0.108
O 3.37082 0.35710 2.67825 -0.6 3.0 -2.4 0.040
H 1.19753 0.75732 -2.41125 0.2 0.2 0.0 0.063
H 0.83366 -0.84117 -2.42669 -0.1 0.8 0.5 0.056
H -0.14369 0.70611 -4.19407 -0.7 -0.4 0.0 0.102
H -1.00951 -0.74813 -3.37841 0.0 1.1 -0.7 0.114
H -2.53120 1.59072 -3.47896 1.5 -0.6 0.8 0.124
H -1.14598 2.14591 -2.35384 -1.2 -1.4 -0.8 0.089
H -3.12147 -0.29755 -1.95210 -1.2 1.0 0.1 0.108
H -1.83996 -0.19273 -1.01725 1.4 -0.2 -0.2 0.064
H -3.53018 2.20049 -0.65269 -0.1 0.1 0.3 0.092
H -3.46847 0.62465 0.31091 0.8 1.8 -0.4 0.134
H -2.15576 2.66528 1.40346 0.5 -1.0 -1.0 0.160
H -0.52360 3.58000 0.40666 0.9 3.1 2.0 0.028
H -0.95476 3.16637 -1.04283 0.2 -0.4 1.0 0.069
H 0.52419 1.14995 0.06779 0.5 1.2 -1.7 0.055
H 1.03311 -0.66782 2.35465 0.8 1.4 -1.5 0.173
H 2.49278 -0.65953 -0.49484 -0.8 -0.4 0.3 0.119
H 2.87522 -1.65356 0.98663 -1.5 0.8 -1.3 0.149
H -0.50688 -1.78589 1.83378 -0.3 -0.6 -1.5 0.129
H -2.07658 -3.16456 0.30164 0.8 0.1 -0.1 0.166
H -0.91254 -3.69168 -1.97020 0.4 -0.2 1.6 0.131
H 4.12478 0.99051 2.53899 -0.4 -0.9 0.7 0.125

---

41
Properties=species:S:1:pos:R:3:forces:R:3:lowdin_charge:R:1 method="wB97M-V/def2-TZVPD" homo_ha=-0.3254 homo_lumo_gap_ha=0.3473 e_above_lowest_kcal_mol=69.3 e_tot_ha=-969.3165
N 2.35063 0.60836 -4.63157 -0.4 2.0 0.9 0.015
C 1.17501 1.16312 -3.91325 -0.1 0.0 -0.4 -0.274
C 0.40631 0.45674 -2.75866 -0.1 -0.7 -2.2 -0.190
C 1.21715 -0.17090 -1.59072 1.4 3.0 -1.8 -0.153
C 1.79821 1.02159 -0.74475 -0.8 -1.8 -0.1 -0.111
C 2.25775 0.62959 0.66849 -1.5 -1.4 -0.5 -0.213
N 1.57294 -0.54955 1.26296 -1.8 0.2 0.1 0.081
C 0.19706 -0.92401 1.59151 0.4 1.7 0.2 -0.368
O 0.02104 -2.10297 1.65340 -0.5 -1.2 0.0 0.095
C -0.91342 0.09121 2.00985 0.5 -0.2 -2.1 -0.276
N -0.77663 1.29405 1.19173 -0.4 0.8 0.2 0.078
C -2.34825 -0.48877 1.96010 0.3 -1.1 3.7 -0.105
C -2.76031 -1.12262 0.72238 0.7 1.5 0.0 -0.383
C -2.79324 -2.41191 0.37677 -0.5 -2.6 2.7 -0.082
N -3.07028 -2.45044 -0.92981 0.0 0.5 -0.2 0.054
C -3.12400 -1.18581 -1.37233 0.8 1.2 -2.5 -0.177
N -2.90656 -0.33849 -0.35557 -0.7 0.2 -3.1 0.107
C 2.12862 1.70392 1.68298 0.8 0.6 0.8 -0.512
O 2.24629 2.86380 1.42469 -0.3 0.3 0.1 0.133
O 1.99451 1.27226 2.97087 0.0 0.7 -0.1 0.095
H 2.42684 -0.32555 -4.89650 -0.9 -1.9 -0.4 0.031
H 3.22990 0.79170 -4.19712 0.3 0.5 0.5 0.045
H 1.38072 2.14857 -3.54282 1.2 0.5 0.3 0.091
H 0.44726 1.48210 -4.66666 -0.2 -0.7 -0.1 0.098
H -0.26366 1.23118 -2.39596 0.1 0.3 0.6 0.099
H -0.36838 -0.15425 -3.32105 1.1 -0.5 1.1 0.109
H 0.49385 -0.56388 -1.03035 -2.9 -1.9 2.5 0.033
H 1.88751 -0.98160 -1.81642 0.6 -0.1 -0.6 0.109
H 2.51035 1.58126 -1.31354 0.6 0.4 0.0 0.113
H 0.91944 1.58603 -0.57938 -0.7 1.1 0.0 0.077
H 3.27826 0.31490 0.59072 0.9 -0.1 0.3 0.155
H 1.77950 -1.38812 0.80060 1.3 -1.3 -0.6 0.099
H -0.66454 0.32310 3.00360 0.2 0.4 1.6 0.123
H -1.56553 1.29417 0.53749 0.4 0.2 0.0 0.067
H -0.82291 2.15844 1.75680 0.0 -0.8 -0.5 0.109
H -2.36355 -1.33737 2.73977 -0.1 1.3 -0.8 0.143
H -3.03332 0.32692 2.34503 0.6 -0.9 -0.6 0.142
H -2.76986 -3.27372 1.07999 0.1 0.7 -1.1 0.148
H -3.15977 -3.24483 -1.48684 -0.1 -1.3 -0.8 0.131
H -3.09268 -1.05594 -2.56887 -0.4 0.3 3.3 0.164
H 2.01983 0.30180 3.01154 0.0 0.1 -0.4 0.101

---

35
Properties=species:S:1:pos:R:3:forces:R:3:lowdin_charge:R:1 method="wB97M-V/def2-TZVPD" homo_ha=-0.4738 homo_lumo_gap_ha=0.2786 e_above_lowest_kcal_mol=56.5 e_tot_ha=-619.9172 charge=+1
C -2.81887 -1.14334 -0.31939 1.7 0.7 1.8 -0.106
C -3.11400 0.40309 -0.24500 -2.3 1.7 0.2 -0.090
C -1.33549 -1.29888 -0.59359 -2.3 -1.1 -3.7 -0.075
C -2.11896 1.28200 0.40598 2.5 -0.5 -4.0 0.028
C 0.09773 2.24873 0.23921 1.3 1.7 -1.7 -0.039
C 1.35009 1.50399 -0.28288 -0.2 -1.0 -0.1 -0.344
C -0.33866 -1.20922 0.23297 -0.3 0.3 0.8 -0.266
C 1.05890 -1.07892 -0.20692 2.1 0.1 1.6 -0.473
C 2.60658 2.37599 -0.08263 -0.4 -0.8 0.8 -0.019
C -0.61162 -1.13006 1.71141 -0.1 -0.2 -2.2 0.015
C 1.32714 -0.96603 -1.66519 -1.2 -2.3 -1.0 -0.028
C 1.91228 -2.20981 0.51857 -0.5 2.3 2.8 0.028
O 1.49145 0.22646 0.41209 0.2 0.6 -0.5 -0.098
O -1.09023 1.60262 -0.33599 -1.9 -0.9 1.7 0.035
H -3.41290 -1.64287 -1.06271 -0.4 0.2 -0.2 0.121
H -3.08015 -1.45493 0.67738 -0.2 -0.8 0.3 0.106
H -4.15149 0.69581 0.20510 1.7 -0.9 -0.6 0.172
H -3.14890 0.72041 -1.29002 0.1 0.3 0.0 0.138
H -1.19551 -1.52526 -1.69232 0.3 0.6 1.3 0.144
H -2.07451 1.72003 1.34607 -0.5 0.4 2.0 0.136
H 0.06966 2.27436 1.35766 -0.2 0.2 -1.0 0.164
H 0.17828 3.26743 -0.35274 -0.6 -1.7 1.8 0.183
H 1.27972 1.38834 -1.42158 -0.3 0.1 1.7 0.154
H 3.00386 2.45730 0.90900 -0.3 -0.9 1.2 0.076
H 2.34357 3.43731 -0.15316 0.6 -0.1 -1.6 0.089
H 3.41969 1.82813 -0.58638 -0.2 1.2 -0.6 0.106
H -1.36528 -0.40178 1.90783 0.0 1.5 0.7 0.071
H 0.32949 -1.11653 2.18041 0.5 0.6 1.4 0.080
H -1.19380 -1.97717 1.91825 -0.3 -1.7 0.8 0.089
H 1.49158 -2.03377 -2.12510 -1.3 2.0 0.4 0.148
H 2.28777 -0.58072 -1.84102 1.3 1.0 0.0 0.076
H 0.53057 -0.27374 -2.05384 0.9 -1.3 -0.6 0.097
H 1.31683 -2.69764 1.37286 0.8 0.7 -1.3 0.102
H 2.80253 -1.70816 1.06176 -1.2 -1.0 -1.3 0.127
H 2.15267 -2.98321 -0.14604 0.7 -0.9 -1.0 0.055

---

43
Properties=species:S:1:pos:R:3:forces:R:3:lowdin_charge:R:1 method="wB97M-V/def2-TZVPD" homo_ha=-0.1903 homo_lumo_gap_ha=0.3076 e_tot_ha=-1368.2922 charge=-1
C 5.03876 0.34072 0.88613 -0.5 0.5 -0.1 -0.005
C 3.94510 0.95378 0.41677 0.7 -0.9 0.7 -0.104
C 3.00016 0.26694 -0.52527 0.8 0.2 -1.4 -0.385
O 2.79337 -1.10777 -0.33571 -0.7 0.2 1.1 -0.158
Al 0.99372 -1.27217 -0.33296 0.2 -0.1 -0.7 0.253
C 0.12983 -2.92521 -1.08852 0.1 0.6 -0.2 -0.214
C 0.23184 -3.12578 -2.61610 -0.1 0.0 0.9 -0.154
C -0.73985 -2.30064 -3.43104 0.1 -0.1 -0.6 -0.590
F -0.18760 -1.20926 -4.00584 -0.3 -0.3 0.3 0.118
F -1.21313 -3.06163 -4.48599 0.0 0.3 0.3 0.060
F -1.83945 -1.90393 -2.75701 0.3 0.0 -0.2 0.115
O 0.91104 0.09930 -1.56739 -0.3 0.3 0.7 -0.136
C 1.71585 1.04737 -0.91871 -0.6 -2.1 -0.2 -0.420
O 1.03726 1.51252 0.23521 0.8 1.0 -0.2 -0.118
C 0.04497 2.46578 -0.05318 -0.6 0.2 0.5 -0.192
C -1.35834 1.86236 -0.22074 0.6 -0.1 0.4 -0.172
N -2.27505 2.22746 0.88554 -0.6 -0.2 -0.8 -0.053
C -3.12231 1.08010 1.23018 -0.4 -0.2 0.3 -0.211
C -2.43693 0.16887 2.22763 0.7 0.2 0.0 -0.434
C -1.95361 0.92698 3.47099 -0.4 -0.1 -0.1 -0.037
O -3.30378 -0.91531 2.55540 -0.5 0.2 0.0 -0.048
H 5.23302 -0.70623 0.71273 0.0 -0.1 -0.2 0.051
H 5.76656 0.88909 1.46637 0.0 0.0 0.2 0.033
H 3.78676 1.97888 0.72168 -0.2 0.2 -0.3 0.096
H 3.54536 0.29238 -1.48506 0.1 0.4 -0.1 0.143
H 0.37122 -1.01698 1.12467 -0.1 -0.1 0.1 -0.015
H -0.92311 -2.86978 -0.80859 -0.1 -0.1 0.1 0.039
H 0.50620 -3.81487 -0.58560 0.2 -0.1 0.0 0.043
H 1.23746 -2.87117 -2.93034 0.1 0.0 -0.4 0.115
H 0.02388 -4.16234 -2.86484 0.0 -0.1 -0.3 0.106
H 1.96305 1.83355 -1.63616 0.0 0.5 0.3 0.148
H -0.00459 3.13558 0.80468 0.0 0.1 0.1 0.114
H 0.29886 3.08564 -0.91524 0.3 -0.1 -0.2 0.113
H -1.74638 2.11594 -1.20673 -0.3 0.0 -0.1 0.118
H -1.21587 0.79039 -0.19473 0.0 -0.2 -0.2 0.087
H -2.93268 2.89085 0.49698 0.2 0.4 0.2 0.095
H -4.06352 1.40915 1.67642 0.0 0.3 0.1 0.120
H -3.41167 0.50159 0.34926 0.1 -0.2 -0.1 0.118
H -1.55693 -0.24737 1.74102 0.1 0.0 -0.1 0.078
H -0.88422 0.79012 3.57899 0.2 0.1 0.2 0.072
H -2.47440 0.55444 4.34830 0.0 -0.2 0.2 0.068
H -2.17129 1.98701 3.40371 0.1 0.2 -0.1 0.060
H -2.75957 -1.69632 2.63310 0.1 -0.2 0.0 0.083